Here is a 5-piece molecular cluster, C29H71N7O12PS overall in a non-equilibrium geometry from OMol25. Energies are from ωB97M-V/def2-TZVPD.

Positions of all 121 atoms, in Å:
C 4.59170 -2.92770 0.57883
C 4.95364 -1.56252 1.12612
O 4.72967 -1.30513 2.23983
O 5.59521 -0.57850 0.34921
C 4.69619 0.18839 -0.34108
O 4.66020 0.12857 -1.49922
C 3.76293 1.17152 0.38504
N 2.64470 0.54209 1.10753
C 1.68018 -0.00630 0.33827
N 1.71324 -0.11920 -1.04890
N 0.58050 -0.44194 0.92835
S 0.37388 -0.32654 2.64724
P -0.80924 -1.13847 0.04203
O -2.00943 -0.59207 0.66359
H 3.77725 -3.33417 1.18050
H 5.45909 -3.57893 0.76378
H 4.40805 -2.97178 -0.50651
H 3.46312 1.95936 -0.30558
H 4.37065 1.67411 1.15096
H 2.96671 -0.08238 1.84671
H 2.07500 0.71419 -1.50584
H 2.29776 -0.91950 -1.29444
H 1.14587 -1.36613 3.07659
H -0.78337 -0.68433 -1.29388
H -0.74432 -2.55371 0.09153
C 4.69906 -5.19339 -7.08405
O 5.95842 -4.79510 -6.56879
C 6.29650 -3.44657 -6.87718
C 6.35090 -2.61560 -5.60965
N 5.01410 -2.42333 -5.05299
C 5.01236 -1.82528 -3.72456
C 5.61033 -2.64394 -2.57994
O 4.87050 -3.82404 -2.26170
C 5.25699 -4.96440 -3.02589
H 4.57736 -6.25642 -6.88114
H 3.88171 -4.65148 -6.59553
H 4.65032 -5.03718 -8.16477
H 5.61094 -3.01059 -7.60892
H 7.29369 -3.46196 -7.32616
H 6.79103 -1.64040 -5.83534
H 7.00837 -3.13582 -4.90020
H 4.54844 -3.32064 -5.00350
H 3.96430 -1.62144 -3.47244
H 5.51844 -0.85678 -3.76900
H 5.57376 -2.01712 -1.68964
H 6.66756 -2.87869 -2.73761
H 6.31602 -4.94496 -3.28712
H 4.65001 -5.05088 -3.92847
H 5.06675 -5.85119 -2.42050
C 9.73215 -1.67952 -3.00536
O 9.47508 -0.53199 -2.21473
C 8.72925 -0.80984 -1.03584
C 9.57393 -0.55569 0.19837
N 10.62374 -1.55836 0.32587
C 11.60910 -1.25715 1.36368
C 12.50253 -0.03440 1.15416
O 13.40193 -0.16014 0.06786
C 12.88864 0.24517 -1.18889
H 10.21845 -1.35030 -3.92233
H 10.40157 -2.37447 -2.48906
H 8.80038 -2.19135 -3.26901
H 8.32491 -1.82790 -1.03642
H 7.88156 -0.11663 -1.02726
H 8.93453 -0.58841 1.08650
H 9.99355 0.45513 0.11165
H 11.10685 -1.64065 -0.55985
H 12.26082 -2.13090 1.44141
H 11.09496 -1.16191 2.32524
H 13.12794 0.06220 2.04589
H 11.93058 0.89829 1.08353
H 12.16063 1.05537 -1.09666
H 12.44176 -0.60058 -1.71938
H 13.72496 0.60103 -1.79133
C -3.12210 2.12490 2.10130
O -3.62294 3.20996 1.34263
C -4.06182 2.83018 0.04060
C -5.56196 3.01194 -0.09045
N -6.27854 2.02776 0.71173
C -7.71691 2.27587 0.80766
C -8.16839 3.53209 1.55176
O -7.88296 3.50879 2.94321
C -6.60118 3.99308 3.30231
H -2.72525 2.52491 3.03523
H -3.91606 1.41110 2.34073
H -2.31744 1.61407 1.56787
H -3.76438 1.80610 -0.20618
H -3.56635 3.50084 -0.66945
H -5.84793 2.89811 -1.14002
H -5.80170 4.03629 0.22363
H -5.89103 2.02317 1.64675
H -8.14981 1.41420 1.32289
H -8.14437 2.28681 -0.19913
H -9.25632 3.57694 1.47179
H -7.79390 4.45260 1.08955
H -6.25016 4.77567 2.62519
H -5.87254 3.17812 3.34111
H -6.67269 4.41331 4.30654
C -16.14150 1.92138 3.34721
O -15.28518 2.80641 4.04726
C -14.71437 2.23325 5.21986
C -13.21240 2.09149 5.06192
N -12.88472 1.05485 4.08887
C -11.47095 1.01256 3.72348
C -10.90168 2.21075 2.96440
O -11.43243 2.36765 1.65608
C -12.62487 3.13189 1.57949
H -16.59908 2.47745 2.52996
H -15.58164 1.08112 2.92344
H -16.93434 1.54453 3.99958
H -15.17837 1.27579 5.47312
H -14.91463 2.92636 6.04264
H -12.77136 1.83080 6.02824
H -12.81726 3.06855 4.75406
H -13.42828 1.21091 3.24944
H -11.33602 0.12927 3.09265
H -10.87460 0.84867 4.62637
H -9.83560 2.02671 2.83025
H -10.97684 3.14386 3.53367
H -12.66968 3.90588 2.34942
H -13.50558 2.48819 1.64564
H -12.64873 3.61615 0.60207

For the HOMO energy, the calculation gives -9.489 eV. As for the total charge: +1.